Run A
The following is a DFT calculation (ωB97M-V/def2-TZVPD) of a cluster of 2 separate species, C10H16 in total.

Structure (ORCA input):
```
! wB97M-V def2-TZVPD RIJCOSX def2/J DEFGRID3
* xyz 0 1
C -3.195 -1.264 0.601
C -1.970 -0.536 1.044
C -1.097 0.005 0.103
C -0.085 0.848 0.518
C 0.064 1.179 1.860
C -0.761 0.595 2.810
C -1.729 -0.310 2.395
H -3.075 -2.202 0.055
H -3.830 -0.658 -0.050
H -3.896 -1.461 1.419
H -1.229 -0.218 -0.950
H 0.544 1.397 -0.169
H 0.847 1.870 2.092
H -0.584 0.757 3.864
H -2.490 -0.624 3.103
C 3.227 1.029 -2.118
C 2.042 0.094 -2.322
C 2.244 -1.226 -3.027
H 3.833 1.117 -3.018
H 2.876 2.014 -1.792
H 3.854 0.780 -1.256
H 1.217 0.661 -2.764
H 1.671 -0.121 -1.335
H 2.531 -1.144 -4.080
H 1.310 -1.722 -3.064
H 2.959 -1.880 -2.532
*
```

The gap between HOMO and LUMO is 10.037 eV. As for the structure (SMILES): Cc1ccccc1.CCC.



Run B
The following is a DFT calculation (ωB97M-V/def2-TZVPD) of a cluster of 2 separate species, C10H16 in total.

Structure (ORCA input):
```
! wB97M-V def2-TZVPD RIJCOSX def2/J DEFGRID3
* xyz 0 1
C 0.917 -2.325 3.471
C 0.443 -1.207 2.600
C -0.195 -1.511 1.407
C -0.737 -0.515 0.616
C -0.666 0.832 1.043
C 0.139 1.109 2.137
C 0.621 0.109 2.997
H 1.316 -1.959 4.414
H 1.649 -2.970 2.963
H 0.165 -3.082 3.721
H -0.224 -2.504 0.973
H -1.170 -0.729 -0.344
H -1.134 1.523 0.360
H 0.299 2.139 2.443
H 1.189 0.387 3.871
C -0.901 0.244 -3.794
C -0.495 1.559 -3.143
C 0.561 1.236 -2.066
H -0.088 -0.454 -3.994
H -1.672 -0.272 -3.226
H -1.281 0.448 -4.807
H -0.031 2.279 -3.812
H -1.319 2.036 -2.613
H 1.564 1.105 -2.472
H 0.706 2.084 -1.369
H 0.344 0.439 -1.376
*
```

The gap between HOMO and LUMO is 9.999 eV. As for the structure (SMILES): Cc1ccccc1.CCC.



It is run A that is the most stable of them.



Run A
The following is a DFT calculation (ωB97M-V/def2-TZVPD) of a cluster of 2 separate species, C10H16 in total.

Structure (ORCA input):
```
! wB97M-V def2-TZVPD RIJCOSX def2/J DEFGRID3
* xyz 0 1
C -1.773 -2.055 -2.524
C -0.984 -2.012 -1.217
C -0.564 -0.618 -0.904
C -1.221 0.087 0.107
C -0.916 1.408 0.304
C -0.286 2.172 -0.666
C 0.405 1.486 -1.651
C 0.325 0.092 -1.737
H -2.741 -2.541 -2.573
H -1.105 -2.437 -3.280
H -1.966 -1.039 -2.850
H -1.574 -2.498 -0.430
H -0.141 -2.687 -1.205
H -2.064 -0.445 0.519
H -1.245 2.048 1.144
H -0.291 3.240 -0.503
H 1.013 2.012 -2.359
H 1.108 -0.427 -2.288
C 1.041 0.886 2.709
C 2.410 0.193 2.869
H 1.116 1.654 3.488
H 0.851 1.228 1.725
H 0.166 0.259 2.794
H 3.238 0.910 2.798
H 2.718 -0.453 2.005
H 2.481 -0.463 3.723
*
```

The gap between HOMO and LUMO is 9.957 eV. As for the structure (SMILES): CCc1ccccc1.CC.



Run B
The following is a DFT calculation (ωB97M-V/def2-TZVPD) of a cluster of 2 separate species, C10H16 in total.

Structure (ORCA input):
```
! wB97M-V def2-TZVPD RIJCOSX def2/J DEFGRID3
* xyz 0 1
C 2.974 -0.134 -1.092
C 1.633 0.494 -1.485
C 0.808 -0.043 -2.484
C -0.437 0.536 -2.603
C -1.005 1.532 -1.806
C -0.098 2.095 -0.911
C 1.211 1.603 -0.763
H 2.833 -0.419 -0.045
H 3.753 0.643 -1.048
H 3.264 -0.978 -1.712
H 0.972 -0.906 -3.102
H -1.096 0.118 -3.363
H -2.066 1.726 -1.808
H -0.318 3.057 -0.461
H 1.918 2.109 -0.119
C -2.409 -0.299 2.083
C -0.880 -0.563 2.081
C -0.653 -2.114 2.043
H -2.579 0.312 1.191
H -2.706 0.328 2.915
H -2.976 -1.227 2.088
H -0.270 -0.214 1.243
H -0.340 -0.197 2.962
H -1.302 -2.680 2.702
H -0.602 -2.523 1.043
H 0.372 -2.257 2.450
*
```

The gap between HOMO and LUMO is 10.020 eV. As for the structure (SMILES): Cc1ccccc1.CCC.



It is run B that is the most stable of them.